Entry 1:
Below is a molecular structure, C12H32O12S4Tl, with properties calculated with the ωB97M-V functional and the def2-TZVPD basis.

The geometry in XYZ format:
```
61
C12H32O12S4Tl the ωB97M-V functional and the def2-TZVPD basis
Tl -0.7697 2.3878 0.6639
O -5.7867 2.8361 -0.6211
S -5.0488 1.8781 0.1304
O -3.6651 2.0670 0.4230
O -5.9233 1.6145 1.5761
C -5.6095 0.4662 2.3755
C -6.3724 0.8539 3.7103
C -5.2349 0.1930 -0.7355
H -4.5941 0.2282 2.6926
H -6.0620 -0.4568 2.0131
H -6.0260 0.0624 4.3748
H -7.4549 0.9616 3.6418
H -5.9784 1.7991 4.0839
H -5.0742 -0.4598 0.1225
H -4.3184 0.1705 -1.3250
H -6.1435 0.1970 -1.3377
O 1.0139 1.2000 -1.2912
S 1.2750 0.3151 -2.4733
O 2.4461 -0.6020 -2.4927
O -0.0284 -0.6076 -2.7675
C 0.1103 -1.6621 -3.6970
C -1.1535 -2.4748 -3.4142
C 1.1425 1.2574 -4.0956
H 0.9218 -2.3646 -3.5068
H 0.2863 -1.2944 -4.7079
H -1.0780 -2.8572 -2.3963
H -1.3068 -3.3429 -4.0553
H -2.0735 -1.9374 -3.6440
H 1.6922 2.1869 -3.9480
H 0.1111 1.4579 -4.3859
H 1.7201 0.6258 -4.7706
O 0.9446 0.1392 1.6316
S 1.4779 -1.1876 2.0182
O 2.8456 -1.4837 2.3570
O 0.4393 -1.8712 3.1031
C 0.6971 -3.2649 3.5282
C -0.2890 -3.4141 4.6976
C 1.0475 -2.4170 0.6390
H 1.6909 -3.4982 3.9105
H 0.3257 -3.8782 2.7072
H -0.0904 -4.4237 5.0574
H -1.3238 -3.5991 4.4094
H -0.2445 -2.7149 5.5325
H 1.4596 -1.9795 -0.2703
H -0.0213 -2.5896 0.5130
H 1.5596 -3.3658 0.7992
O 4.2312 4.4167 0.5821
S 3.5029 3.1630 0.4267
O 2.0533 2.9825 0.6679
O 3.7316 2.5529 -1.1406
C 5.0665 2.5710 -1.5911
C 5.1382 1.8696 -2.9746
C 4.4098 1.8476 1.3381
H 5.6200 1.9014 -0.9327
H 5.4450 3.5927 -1.6216
H 6.1392 1.7800 -3.3966
H 4.7016 2.5408 -3.7141
H 4.5559 0.9483 -2.9923
H 5.4768 1.9430 1.1368
H 4.1078 0.8511 1.0157
H 4.2846 1.8885 2.4201
```

Properties
- Frontier orbital gap (spin up / spin down): 9.018 / 2.018 eV
- Expectation value of S²: 0.761
- Spin multiplicity: 2
- Total charge: +2
- E: -85544.6060 eV

***

Entry 2:
Below is a molecular structure, C18H27N3S2Tb, with properties calculated with the ωB97M-V functional and the def2-TZVPD basis.

The geometry in XYZ format:
```
51
C18H27N3S2Tb the ωB97M-V functional and the def2-TZVPD basis
Tb 0.9188 0.0874 -0.0864
S -0.4683 2.4987 -0.6718
S -0.3327 -2.4150 -0.3856
C -2.2977 2.6147 -0.5118
C -0.3328 2.4893 -2.4759
C -0.7769 1.1704 -3.1137
N -0.0462 0.0049 -2.5225
C -0.7368 -1.2520 -2.9200
C -0.1854 -2.4778 -2.2107
H 0.7278 2.6948 -2.7038
H -0.9466 3.3310 -2.8377
H -0.5980 1.2183 -4.2107
H -1.8579 1.0342 -2.9465
H -0.6323 -1.4097 -4.0103
H -1.8035 -1.1530 -2.6795
H 0.8854 -2.6285 -2.4106
H -0.7396 -3.3741 -2.5262
C -2.1673 -2.4863 -0.2318
H 0.8341 -0.0238 -3.0548
H -2.6726 -1.6632 -0.7423
H -2.3951 -2.4361 0.8336
H -2.5272 -3.4448 -0.6184
H -2.4859 2.6870 0.5606
H -2.8667 1.7695 -0.9204
H -2.6348 3.5415 -0.9866
C 2.7441 0.3903 -1.5384
C 3.3406 0.7671 -0.3562
H 2.2516 1.1156 -2.2120
H 2.8637 -0.6367 -1.9056
H 3.1416 1.7397 0.1297
H 4.2226 0.2596 0.0609
C -2.6682 0.1567 2.9275
C -2.0770 -0.1380 4.1567
C -0.7031 -0.3508 4.2185
C 0.0590 -0.3059 3.0478
N -0.5179 0.0913 1.8638
C -1.8637 0.2322 1.7904
C 1.4493 -0.8092 3.0022
C 2.2127 -1.0990 4.1475
C 3.5185 -1.5893 3.9954
C 4.0278 -1.8471 2.7199
C 3.1720 -1.6684 1.6363
N 1.9644 -1.0588 1.7602
H -3.7359 0.3264 2.8084
H -2.6708 -0.2183 5.0606
H -0.1760 -0.5919 5.1373
H -2.2920 0.4100 0.7905
H 1.7689 -0.8815 5.1193
H 4.1306 -1.7543 4.8775
H 5.0691 -2.1442 2.5581
H 3.4450 -1.9445 0.6117
```

Properties
- Frontier orbital gap (spin up / spin down): 7.105 / 7.240 eV
- Expectation value of S²: 12.678
- ΔE to the lowest compared entry with this formula, charge and spin: 0.0 kcal/mol
- Spin multiplicity: 7
- Total charge: +3
- E: -67654.1176 eV